1.
The following is a quantum chemistry calculation of a molecular structure, C16H31NOsP2S at a distorted geometry, from the Open Molecules 2025 dataset.

XYZ file:
```
52
C16H31NOsP2S wB97M-V/def2-TZVPD
P 1.719 0.033 2.114
P -3.242 -1.561 0.445
C -0.335 -1.584 0.126
C -1.645 -0.989 -0.292
H -0.260 -2.292 0.924
H 0.337 -1.951 -0.682
H -1.701 0.113 -0.040
H -1.870 -1.173 -1.348
C -3.157 -3.066 -0.510
H -4.148 -3.499 -0.648
H -2.490 -3.801 -0.069
H -2.777 -2.854 -1.514
C -4.366 -0.423 -0.396
H -4.013 -0.256 -1.450
H -4.474 0.578 0.071
H -5.378 -0.865 -0.462
C 3.248 -0.928 2.123
H 3.646 -1.028 3.147
H 3.967 -0.360 1.521
H 3.183 -1.936 1.695
C 2.022 1.766 2.515
H 1.216 2.420 2.171
H 2.938 1.963 1.941
H 2.189 1.864 3.598
Os 0.332 0.385 -0.167
C -0.524 1.146 -1.876
C 0.066 -0.117 -2.125
C 1.416 -0.470 -2.689
C 2.568 0.255 -2.008
C 2.183 0.750 -0.664
C 1.608 2.038 -0.480
C 1.077 2.998 -1.509
C 0.045 2.405 -2.443
C 0.671 -0.751 3.331
H -1.611 1.156 -1.869
H -0.610 -0.912 -2.438
H 1.506 -0.321 -3.769
H 1.554 -1.550 -2.495
H 3.386 -0.458 -1.871
H 2.913 1.130 -2.578
H 2.892 0.477 0.116
H 2.130 2.646 0.265
H 1.887 3.456 -2.079
H 0.592 3.818 -0.957
H -0.752 3.139 -2.541
H 0.456 2.226 -3.445
H -0.202 -0.092 3.339
H 1.175 -0.755 4.314
H 0.377 -1.771 3.047
S -2.587 -1.591 2.398
C -3.356 -0.182 2.828
N -3.798 0.779 3.386
```

- ΔE to the lowest compared entry with this formula, charge and spin (kcal/mol) = 98.2
- charge = +2
- multiplicity = 5
- orbital gap (spin up / spin down) (eV) = 4.353 / 4.628



2.
The following is a quantum chemistry calculation of a molecular structure, C16H31O9S4Tl at a distorted geometry, from the Open Molecules 2025 dataset.

XYZ file:
```
61
C16H31O9S4Tl wB97M-V/def2-TZVPD
Tl 0.252 -0.446 -0.523
C 4.961 -0.597 0.578
C 3.856 -0.769 1.615
O 2.564 -0.714 1.165
H 4.882 0.360 0.059
H 4.870 -1.367 -0.189
H 5.925 -0.698 1.080
H 3.969 -0.109 2.496
H 4.009 -1.770 2.072
C -1.360 -3.880 -3.940
C -0.621 -2.753 -3.408
C 0.904 -2.881 -3.199
O 1.473 -1.994 -2.611
C 1.483 -4.162 -3.584
C 0.732 -5.258 -3.986
C -0.750 -5.111 -4.185
O -1.447 -6.055 -4.572
O 1.317 -6.315 -4.232
O -1.163 -1.749 -2.991
H -2.413 -3.708 -4.110
H 2.543 -4.269 -3.388
C -3.454 1.029 2.464
S -3.357 1.750 0.803
O -2.179 1.104 0.118
C -4.846 0.947 0.155
H -4.250 1.502 3.031
H -2.458 1.224 2.851
H -3.597 -0.038 2.289
H -5.714 1.055 0.803
H -4.521 -0.098 0.142
H -5.079 1.275 -0.853
C 2.735 2.580 1.593
S 1.193 3.395 1.030
O 0.424 2.418 0.206
C 0.430 3.350 2.679
H 3.277 2.149 0.752
H 2.589 1.822 2.360
H 3.388 3.353 2.010
H 1.081 3.855 3.389
H 0.113 2.345 2.952
H -0.486 3.942 2.583
C 1.422 -0.968 4.145
S -0.307 -0.624 3.773
O -0.359 -0.323 2.307
C -0.903 -2.325 4.019
H 1.803 -1.760 3.499
H 1.466 -1.451 5.130
H 2.007 -0.057 4.143
H -0.413 -3.061 3.376
H -1.953 -2.394 3.740
H -0.678 -2.594 5.050
C -2.085 3.652 -2.377
S -0.510 2.828 -2.915
O -0.564 1.386 -2.547
C -0.820 2.866 -4.694
H -1.905 4.667 -2.740
H -2.058 3.667 -1.293
H -2.907 3.163 -2.887
H -0.102 2.181 -5.144
H -0.573 3.845 -5.113
H -1.834 2.587 -4.974
```

- ΔE to the lowest compared entry with this formula, charge and spin (kcal/mol) = 0.0
- charge = 0
- multiplicity = 1
- orbital gap (eV) = 2.184



3.
The following is a quantum chemistry calculation of a molecular structure, C16H32AsN5NaS, from the Open Molecules 2025 dataset.

XYZ file:
```
56
C16H32AsN5NaS wB97M-V/def2-TZVPD
Na -0.759 -1.749 0.077
N -2.655 -0.805 -1.293
C -3.215 -0.024 -0.183
C -3.834 -0.934 0.869
N -2.910 -1.950 1.399
C -2.566 -1.703 2.801
C -1.465 -0.664 2.964
N -0.187 -1.171 2.447
C -3.399 -3.315 1.181
C -2.312 -4.378 1.231
N -1.333 -4.189 0.153
H -2.232 -0.187 -1.977
H -3.388 -1.310 -1.779
H -3.975 0.699 -0.502
H -2.399 0.553 0.260
H -4.710 -1.429 0.438
H -4.215 -0.305 1.680
H -2.226 -2.636 3.252
H -3.450 -1.387 3.373
H -1.418 -0.379 4.020
H -1.713 0.241 2.405
H 0.231 -1.816 3.107
H 0.459 -0.403 2.305
H -3.853 -3.350 0.187
H -4.191 -3.579 1.897
H -2.801 -5.358 1.194
H -1.774 -4.335 2.179
H -1.757 -4.408 -0.743
H -0.563 -4.838 0.263
N 0.893 -1.469 -1.702
C 1.523 -0.744 -2.330
C 2.283 0.217 -3.081
C 1.690 1.440 -3.394
C 2.415 2.379 -4.107
C 3.721 2.103 -4.495
C 4.307 0.885 -4.175
C 3.589 -0.066 -3.470
H 0.680 1.645 -3.065
H 1.960 3.327 -4.364
H 4.283 2.839 -5.053
H 5.322 0.673 -4.482
H 4.031 -1.022 -3.221
C 3.425 2.456 -0.231
As 1.830 2.723 0.812
C 2.378 2.440 2.636
C 1.431 4.599 0.682
S 0.229 1.513 0.236
H 4.223 3.096 0.144
H 3.211 2.692 -1.271
H 3.717 1.410 -0.156
H 3.185 3.124 2.895
H 2.718 1.412 2.740
H 1.522 2.611 3.285
H 2.294 5.188 0.988
H 0.581 4.816 1.325
H 1.168 4.825 -0.349
```

- charge = +1
- multiplicity = 1
- orbital gap (eV) = 9.098



4.
The following is a quantum chemistry calculation of 8 unconnected molecules or ions with the total composition C16H32Br10Cl6 at a distorted geometry, from the Open Molecules 2025 dataset.

XYZ file:
```
64
C16H32Br10Cl6 wB97M-V/def2-TZVPD
Cl -1.991 3.053 2.346
C -3.599 2.597 1.927
C -3.868 1.155 1.552
Cl -3.275 0.945 -0.166
H -3.930 3.269 1.135
H -4.196 2.893 2.789
H -4.877 0.763 1.677
H -3.354 0.443 2.198
Cl -0.516 0.885 7.284
C -0.861 -0.336 6.048
C 0.181 -1.436 5.907
Cl 0.369 -2.232 7.469
H -1.020 0.227 5.129
H -1.849 -0.722 6.303
H 1.125 -0.967 5.627
H -0.044 -2.149 5.113
Cl 4.214 -1.558 4.153
C 3.865 -1.141 2.418
C 3.372 -2.424 1.744
Cl 3.109 -2.330 -0.001
H 4.753 -0.800 1.886
H 2.985 -0.505 2.326
H 2.482 -2.858 2.201
H 4.136 -3.200 1.700
Br 6.658 0.971 -0.065
C 5.391 1.434 -1.463
C 3.944 0.993 -1.030
Br 3.575 1.865 0.707
H 5.728 0.858 -2.325
H 5.388 2.513 -1.613
H 4.064 -0.082 -0.897
H 3.119 1.322 -1.663
Br 2.725 -1.611 -3.737
C 1.081 -2.606 -3.392
C 1.207 -4.128 -3.508
Br -0.601 -4.924 -3.903
H 0.269 -2.243 -4.021
H 0.759 -2.431 -2.365
H 1.696 -4.497 -2.607
H 1.815 -4.389 -4.374
Br -3.964 4.246 -2.473
C -2.019 3.787 -2.341
C -1.461 4.186 -0.961
Br 0.531 4.107 -1.140
H -1.514 4.416 -3.074
H -1.923 2.708 -2.459
H -1.772 3.480 -0.190
H -1.697 5.188 -0.603
Br -2.729 -2.254 -2.507
C -3.393 -1.374 -4.159
C -4.086 -0.013 -3.826
Br -4.356 0.936 -5.593
H -4.143 -2.114 -4.439
H -2.599 -1.264 -4.898
H -3.469 0.577 -3.148
H -5.015 -0.105 -3.265
Br -0.236 -1.163 2.531
C 0.131 0.023 0.980
C -0.245 -0.801 -0.264
Br -0.110 0.420 -1.836
H 1.190 0.217 0.813
H -0.362 0.992 1.060
H -1.259 -1.197 -0.329
H 0.469 -1.616 -0.384
```

- ΔE to the lowest compared entry with this formula, charge and spin (kcal/mol) = 0.0
- charge = 0
- multiplicity = 1
- orbital gap (eV) = 10.015
- SMILES = BrCCBr.BrCCBr.BrCCBr.BrCCBr.BrCCBr.ClCCCl.ClCCCl.ClCCCl



Repeat the second record exactly.
The following is a quantum chemistry calculation of a molecular structure, C16H31O9S4Tl at a distorted geometry, from the Open Molecules 2025 dataset.

XYZ file:
```
61
C16H31O9S4Tl wB97M-V/def2-TZVPD
Tl 0.252 -0.446 -0.523
C 4.961 -0.597 0.578
C 3.856 -0.769 1.615
O 2.564 -0.714 1.165
H 4.882 0.360 0.059
H 4.870 -1.367 -0.189
H 5.925 -0.698 1.080
H 3.969 -0.109 2.496
H 4.009 -1.770 2.072
C -1.360 -3.880 -3.940
C -0.621 -2.753 -3.408
C 0.904 -2.881 -3.199
O 1.473 -1.994 -2.611
C 1.483 -4.162 -3.584
C 0.732 -5.258 -3.986
C -0.750 -5.111 -4.185
O -1.447 -6.055 -4.572
O 1.317 -6.315 -4.232
O -1.163 -1.749 -2.991
H -2.413 -3.708 -4.110
H 2.543 -4.269 -3.388
C -3.454 1.029 2.464
S -3.357 1.750 0.803
O -2.179 1.104 0.118
C -4.846 0.947 0.155
H -4.250 1.502 3.031
H -2.458 1.224 2.851
H -3.597 -0.038 2.289
H -5.714 1.055 0.803
H -4.521 -0.098 0.142
H -5.079 1.275 -0.853
C 2.735 2.580 1.593
S 1.193 3.395 1.030
O 0.424 2.418 0.206
C 0.430 3.350 2.679
H 3.277 2.149 0.752
H 2.589 1.822 2.360
H 3.388 3.353 2.010
H 1.081 3.855 3.389
H 0.113 2.345 2.952
H -0.486 3.942 2.583
C 1.422 -0.968 4.145
S -0.307 -0.624 3.773
O -0.359 -0.323 2.307
C -0.903 -2.325 4.019
H 1.803 -1.760 3.499
H 1.466 -1.451 5.130
H 2.007 -0.057 4.143
H -0.413 -3.061 3.376
H -1.953 -2.394 3.740
H -0.678 -2.594 5.050
C -2.085 3.652 -2.377
S -0.510 2.828 -2.915
O -0.564 1.386 -2.547
C -0.820 2.866 -4.694
H -1.905 4.667 -2.740
H -2.058 3.667 -1.293
H -2.907 3.163 -2.887
H -0.102 2.181 -5.144
H -0.573 3.845 -5.113
H -1.834 2.587 -4.974
```

- ΔE to the lowest compared entry with this formula, charge and spin (kcal/mol) = 0.0
- charge = 0
- multiplicity = 1
- orbital gap (eV) = 2.184



Copy entry 3 word for word.
The following is a quantum chemistry calculation of a molecular structure, C16H32AsN5NaS, from the Open Molecules 2025 dataset.

XYZ file:
```
56
C16H32AsN5NaS wB97M-V/def2-TZVPD
Na -0.759 -1.749 0.077
N -2.655 -0.805 -1.293
C -3.215 -0.024 -0.183
C -3.834 -0.934 0.869
N -2.910 -1.950 1.399
C -2.566 -1.703 2.801
C -1.465 -0.664 2.964
N -0.187 -1.171 2.447
C -3.399 -3.315 1.181
C -2.312 -4.378 1.231
N -1.333 -4.189 0.153
H -2.232 -0.187 -1.977
H -3.388 -1.310 -1.779
H -3.975 0.699 -0.502
H -2.399 0.553 0.260
H -4.710 -1.429 0.438
H -4.215 -0.305 1.680
H -2.226 -2.636 3.252
H -3.450 -1.387 3.373
H -1.418 -0.379 4.020
H -1.713 0.241 2.405
H 0.231 -1.816 3.107
H 0.459 -0.403 2.305
H -3.853 -3.350 0.187
H -4.191 -3.579 1.897
H -2.801 -5.358 1.194
H -1.774 -4.335 2.179
H -1.757 -4.408 -0.743
H -0.563 -4.838 0.263
N 0.893 -1.469 -1.702
C 1.523 -0.744 -2.330
C 2.283 0.217 -3.081
C 1.690 1.440 -3.394
C 2.415 2.379 -4.107
C 3.721 2.103 -4.495
C 4.307 0.885 -4.175
C 3.589 -0.066 -3.470
H 0.680 1.645 -3.065
H 1.960 3.327 -4.364
H 4.283 2.839 -5.053
H 5.322 0.673 -4.482
H 4.031 -1.022 -3.221
C 3.425 2.456 -0.231
As 1.830 2.723 0.812
C 2.378 2.440 2.636
C 1.431 4.599 0.682
S 0.229 1.513 0.236
H 4.223 3.096 0.144
H 3.211 2.692 -1.271
H 3.717 1.410 -0.156
H 3.185 3.124 2.895
H 2.718 1.412 2.740
H 1.522 2.611 3.285
H 2.294 5.188 0.988
H 0.581 4.816 1.325
H 1.168 4.825 -0.349
```

- charge = +1
- multiplicity = 1
- orbital gap (eV) = 9.098